{
  "formula": "C51H152N8O21",
  "method": "wB97M-V/def2-TZVPD",
  "charge": 0,
  "e_tot_ev": -110260.01035,
  "lumo_energy_ev": 0.405,
  "orbital_gap_ev": 9.5,
  "elements": ["O", "H", "H", "C", "H", "H", "H", "H", "H", "H", "C", "H", "H", "O", "H", "H", "O", "H", "C", "H", "H", "C", "C", "H", "H", "H", "H", "H", "H", "C", "H", "H", "C", "H", "H", "C", "H", "H", "N", "H", "C", "H", "C", "H", "H", "H", "N", "C", "H", "H", "H", "C", "H", "H", "C", "H", "H", "H", "C", "O", "C", "O", "H", "H", "C", "H", "O", "H", "C", "H", "H", "H", "H", "H", "H", "H", "H", "H", "C", "C", "N", "C", "H", "H", "H", "H", "H", "C", "H", "C", "H", "H", "H", "H", "O", "C", "C", "N", "H", "H", "H", "H", "H", "O", "H", "H", "H", "H", "H", "C", "H", "C", "H", "H", "H", "H", "H", "C", "H", "O", "H", "H", "H", "C", "C", "O", "C", "C", "C", "C", "H", "H", "C", "H", "H", "H", "H", "O", "H", "H", "C", "H", "H", "O", "H", "H", "H", "H", "H", "H", "C", "H", "H", "C", "C", "H", "H", "H", "H", "H", "H", "H", "H", "H", "H", "H", "O", "C", "H", "O", "O", "H", "C", "H", "H", "H", "H", "H", "N", "O", "H", "C", "H", "O", "H", "H", "N", "O", "H", "C", "C", "H", "H", "H", "C", "H", "N", "H", "H", "C", "H", "H", "H", "H", "H", "H", "H", "H", "H", "H", "H", "C", "C", "O", "C", "O", "H", "H", "C", "C", "C", "H", "H", "H", "H", "H", "H", "H", "H", "H", "O", "N"],
  "positions_angstrom": [[3.99563, -0.67370, -5.56042], [3.08285, -5.77742, 2.63797], [-6.57309, 1.69246, -7.10714], [1.16562, 4.48511, 1.48192], [0.05143, -0.92833, -0.86946], [-0.86749, -2.41139, 3.42409], [-3.83810, 2.07682, -2.45909], [3.29815, 5.03412, 6.35205], [-0.48052, -5.99512, 0.94469], [-6.68321, 1.04144, -4.57314], [-3.58094, 2.74447, -1.68134], [0.49978, -3.05225, 4.28842], [2.37251, 4.00126, -2.18719], [-4.74805, 3.00820, -0.79135], [1.68194, 4.63095, 0.56578], [1.29658, -0.02085, -6.58743], [-1.95845, 2.11442, -7.15385], [2.90369, -1.66780, -1.63263], [2.95589, -4.68601, 2.67355], [-3.22651, -3.99311, -1.82683], [0.39908, -0.69625, -8.93450], [3.26014, -3.44759, 6.38961], [-5.78487, 1.24177, -5.17608], [-2.38233, -9.67625, 0.92927], [-1.65707, -3.86926, -6.32899], [-1.17598, -0.57120, 1.39763], [3.47876, -1.27417, 2.75167], [-2.57275, 0.89307, -4.61256], [-4.93957, 4.91150, -2.47339], [4.05641, -1.02878, 6.51501], [7.33961, -3.24355, 0.05754], [-5.85908, -6.27137, -2.93563], [-4.15532, -2.31483, -2.87871], [-1.06252, 0.67739, -8.18343], [-2.17580, -4.38117, 1.23177], [-2.60320, 4.15495, 4.44122], [-1.62597, 7.72093, 0.09307], [-3.65188, -0.08003, 5.29457], [-0.06978, 0.82298, -5.72176], [0.96485, 1.14673, -0.21183], [-1.27122, 0.29747, 2.02661], [2.46832, -4.65691, -1.84144], [-3.22449, 2.94821, 5.17194], [4.47439, 7.06972, 4.70202], [-0.20000, 1.83392, -6.05252], [0.02150, 2.69895, -2.80591], [3.31309, 5.99577, 6.04199], [3.87839, -2.27205, 5.57856], [-0.98958, 2.41735, 0.06922], [-1.47452, -0.00822, 3.03384], [5.32805, 1.93595, 6.24494], [5.18188, 3.03195, 3.28418], [3.70070, 5.00931, 3.56220], [5.83236, 0.65251, 7.35189], [1.89720, 2.06166, -2.96830], [1.97326, 2.52486, 3.62579], [-2.49512, -1.77167, -1.64016], [-3.31507, -0.35303, -2.41699], [-1.94755, 6.81508, -0.33133], [1.49808, 0.37390, -0.32618], [-4.20263, -3.63893, -2.16022], [-2.24317, 1.19102, 1.49755], [3.10597, -1.98794, 4.82805], [-5.96539, -2.67612, -3.70675], [-4.08994, 4.65611, -3.09387], [3.19552, -0.88458, 7.13602], [4.88086, 3.70438, 4.46555], [2.30251, -3.01609, 6.77242], [-2.76542, 0.56194, 5.51449], [0.13869, -3.80795, -6.67786], [-1.06008, -8.26823, -0.18037], [-0.90743, -0.92415, -6.36133], [4.30278, 3.01457, 2.63312], [2.27374, 1.46023, -3.83490], [-1.85572, -7.61876, 3.13394], [-0.64568, 3.35397, 2.08801], [0.46530, -2.45743, -4.52737], [-6.68659, 3.02491, -6.00204], [6.49968, -2.56973, 0.16695], [0.77164, -5.15097, -4.08441], [-0.35068, -2.88654, -4.07402], [1.43617, -0.52187, -8.55815], [-4.50495, 5.06188, 4.33649], [1.56829, -5.89081, -0.96782], [-2.80879, 0.95101, 6.54986], [-4.35388, 1.34336, 0.38838], [5.35037, 1.97339, 3.50872], [-6.05975, 2.18665, -6.33477], [-4.01524, -1.17621, -1.01945], [5.32317, -3.39287, 0.70277], [-3.85400, 5.63592, -3.45703], [2.21008, -2.07476, -0.08931], [-1.09923, -3.56629, 4.75653], [-3.48577, 2.74050, -8.45518], [-0.94040, 5.79183, -0.15309], [1.97330, -1.78379, -1.11473], [-0.52663, -2.72847, 4.39657], [-1.85320, 3.35162, -3.20708], [1.22573, 0.02364, 3.98166], [1.84482, 3.81845, 2.06241], [-5.55830, -0.75716, -4.99827], [0.63117, 1.76701, 6.13614], [-0.73791, -5.32367, -6.39661], [-2.66755, 1.72773, 4.68955], [-2.13214, 2.45246, -3.64920], [3.83383, -3.70264, 7.29473], [-1.70281, 4.02907, -3.92602], [-0.02161, 1.67747, 4.58018], [-6.05902, -1.57431, -2.37088], [-2.26073, -0.10988, -4.92732], [0.72362, -6.11117, -4.64012], [-1.31255, 4.92359, 0.94217], [-2.66951, 1.57831, 2.27509], [-2.54644, 4.58764, -1.63290], [-5.48644, 1.02053, -0.93833], [-1.90437, -0.06166, 5.36117], [-0.88078, -9.50664, 1.87616], [-2.38803, 2.78536, -8.35430], [6.65382, 5.95074, 5.69880], [1.17313, 0.13408, 4.97007], [-1.13570, -3.30445, 0.24695], [-3.51628, -2.30622, -3.76161], [5.63367, -3.43053, 5.38678], [1.09231, -0.61560, -1.19249], [-2.56267, -8.35850, 2.66346], [0.51601, 1.89824, -2.79648], [-1.30147, 4.54431, 5.07835], [3.61633, -1.18837, -4.30256], [1.83111, -5.51732, -1.97247], [-3.00366, 3.90854, -2.40018], [1.82131, 0.47484, -8.77271], [1.91160, 3.97335, -3.97135], [-1.28778, 0.06393, -6.09166], [-1.38219, 4.97576, 6.14685], [3.73524, -4.25517, 0.15065], [5.51833, 5.24958, 6.85040], [-2.98334, 6.44400, -0.06247], [1.63948, -0.69913, -7.18492], [5.62836, -1.93850, 4.77231], [-2.06607, 6.92805, -1.41141], [-1.44359, -4.36796, 0.48930], [3.92592, -4.19568, 2.75141], [1.43444, -4.30832, 1.39438], [4.39258, 0.17057, 5.87635], [-2.37219, 3.84150, 3.45966], [2.07383, -1.33498, -8.96045], [-2.86134, 2.25910, -1.01031], [5.79465, 6.96927, 6.78093], [-3.09941, 3.11805, 6.21709], [-4.49052, 4.03984, -3.86443], [0.88665, 1.49191, 5.13887], [2.95857, -4.25361, 5.75568], [-1.76003, -4.78482, -0.55280], [-0.20756, 3.84807, 1.21483], [4.96466, 1.08000, 6.81018], [3.02795, 2.22371, 5.05330], [6.01480, 3.47795, 2.81648], [2.62705, -0.86281, -3.95922], [-4.79252, -3.51920, -1.23910], [-2.22752, 4.32917, 0.74482], [-3.44088, 5.65971, 5.46677], [6.68110, -1.80139, 0.96545], [-1.49176, 5.48721, 1.84480], [1.09595, 5.37841, 2.03952], [-4.30645, 3.04057, 4.95058], [5.53938, 5.42034, 3.41739], [-4.77224, -4.64595, -3.02482], [5.68772, 6.06583, 6.15604], [3.86379, 0.06778, 1.70977], [0.66675, -5.23323, -2.63465], [1.70938, -0.27876, 2.30689], [-0.50154, 3.84308, 5.03780], [-3.50394, -1.31472, -1.96265], [-5.98747, 1.97359, 0.47418], [2.43161, -6.25643, -2.53070], [-3.41299, -7.74812, 2.32054], [4.84989, -1.24561, 7.22219], [-0.13886, -2.91571, -3.06047], [-3.50867, 5.31838, 4.52913], [4.60219, -4.05509, -0.30972], [2.42057, 1.59258, -2.17644], [-1.77790, -8.98039, 1.58992], [1.41085, -2.62853, -1.55479], [-0.26045, -5.05041, 0.87393], [-0.35144, 0.90346, 2.06142], [-0.10002, 3.52944, -0.83158], [-0.16202, 2.95445, 0.04450], [-1.34746, -7.92126, 0.66571], [1.67652, -4.57624, -4.31054], [-5.14975, 1.75811, -0.18384], [-1.81246, 0.68388, -7.34962], [-4.99680, 1.61429, -4.50089], [-6.43281, -5.11047, -1.68435], [1.57957, -0.07453, 1.36743], [2.42941, 3.49455, -3.15023], [-4.87221, -6.10920, -1.48464], [5.05529, -2.76937, 4.86997], [0.96462, -0.27331, -2.21879], [3.58181, -2.26792, -4.26055], [4.69196, 5.08373, 4.09336], [-1.81908, -0.69522, -4.10918], [-3.08306, -0.61654, -5.37171], [-5.17005, 2.54006, -6.77357], [2.40068, -4.35549, 3.56640], [1.77754, 3.55288, 4.98746], [-0.05043, -0.86826, 5.22417], [4.63922, -2.65664, 1.24946], [-2.84057, -9.14052, 3.35755], [3.47613, 3.55650, -3.43422], [6.25565, -2.07283, -0.76525], [4.14245, 1.61152, 7.43473], [-0.69167, -4.31581, -6.12813], [4.51577, 6.10589, 5.25015], [-0.59945, -1.68273, 5.38452], [-5.50498, -5.50226, -2.20178], [2.40996, -4.12587, 1.47465], [3.28864, 0.27285, 3.41107], [3.22613, -0.73228, -6.10663], [-0.46619, -4.26737, -4.56632], [3.17133, -0.30400, 2.50239], [2.00097, 2.48526, 4.73493], [5.57999, -4.07356, 1.47357], [-1.84557, 2.33796, -9.20565], [-2.06718, 3.84688, -8.35652], [-0.00303, 0.84180, -4.68841], [4.33251, -0.89320, -3.54482], [-2.69884, 0.24393, -7.73886], [-1.26677, -4.71939, -3.99749], [2.55770, 6.13245, 5.42748], [-0.92819, 5.50739, 4.60353], [-5.43568, -0.05809, -5.68631], [-5.52669, -1.88928, -3.22095]],
  "forces_ev_per_a": [[0.692, 0.021, 1.099], [-0.209, 0.233, -0.008], [-0.909, -0.869, -0.882], [0.010, -2.152, 0.705], [0.661, 0.071, -0.392], [-0.343, 0.145, -0.442], [-0.834, -1.337, -0.737], [-0.423, -0.217, 0.307], [0.065, 0.110, -0.018], [0.040, 0.703, -0.003], [-0.838, -0.336, 2.645], [0.447, -0.219, -0.135], [-0.411, 0.501, -0.188], [1.057, -0.741, -1.201], [0.290, 0.510, -0.948], [-1.042, 0.737, -0.132], [-0.837, 0.339, -0.252], [0.567, 0.110, -0.386], [0.118, 0.859, -0.084], [0.250, 0.100, -0.175], [0.562, 0.305, 0.473], [-1.124, 2.559, 0.847], [-0.413, -1.401, 0.268], [0.420, 0.437, 1.037], [-0.041, 0.318, -0.262], [0.138, -0.228, -0.361], [0.325, -1.665, 0.106], [-0.208, -0.308, 0.159], [-0.078, -0.488, 0.761], [0.610, -1.330, -0.164], [0.476, 0.246, -0.239], [-0.092, 0.372, 0.769], [-0.435, 0.719, 0.666], [-0.280, -0.771, 0.713], [-1.419, -0.134, 1.051], [-0.489, -0.134, 2.064], [0.040, 1.160, 0.883], [0.293, 0.722, 0.091], [-0.223, 1.870, 0.423], [-1.205, 1.226, -0.550], [0.974, 1.374, -0.199], [0.296, 0.586, 0.011], [-0.659, 0.025, -1.667], [0.029, -0.293, 0.288], [0.216, -1.856, 0.909], [-0.821, 1.302, -0.144], [0.975, -0.361, 0.434], [-1.132, -0.581, 0.580], [-1.163, -0.662, -0.406], [-0.393, -0.250, 0.566], [0.264, -0.106, -0.342], [-1.324, -1.775, 0.442], [0.885, 0.786, -0.226], [-0.792, 0.080, 0.130], [1.645, 0.032, -1.847], [0.491, -0.203, 0.408], [-1.187, 0.876, -0.601], [-0.036, 0.184, -0.145], [-0.879, -2.486, -1.525], [2.251, -0.034, 1.240], [0.397, -0.429, -0.648], [-0.882, -0.118, 0.314], [0.516, -0.097, 0.299], [-0.281, 0.347, 0.556], [-0.631, 0.417, -0.251], [-1.041, 0.005, 0.159], [0.684, 1.457, 0.790], [0.464, -0.508, -0.069], [-0.928, 0.883, 0.621], [-0.715, -0.275, 0.444], [0.008, -0.317, 0.018], [-0.279, -0.264, -0.145], [0.027, 0.297, -0.383], [-0.737, 0.408, 0.117], [-0.776, -0.724, 0.101], [0.540, -0.509, -0.049], [-0.321, -0.028, 0.223], [0.313, -0.064, -0.060], [-0.545, -0.237, 1.465], [-1.109, 1.456, 0.072], [0.393, -0.057, 0.194], [0.597, -0.595, 0.161], [1.307, 0.289, 0.278], [0.181, 0.032, -0.428], [0.009, -0.733, -0.195], [0.785, -0.430, 0.447], [0.309, 0.183, 0.149], [-0.503, 0.173, 1.603], [-0.524, 0.113, 0.221], [-1.307, 2.458, -0.018], [0.834, 0.397, -0.704], [-0.117, 0.069, 0.071], [-0.367, -0.198, 0.124], [0.432, -0.144, -0.207], [-1.231, -0.378, 1.004], [-0.003, -1.619, 0.277], [0.788, 1.313, 0.950], [-1.507, -0.059, 0.653], [0.174, -0.220, 0.556], [-0.637, 0.192, -0.345], [0.151, 0.963, -0.133], [-0.194, -0.685, 1.244], [0.002, -1.653, -0.703], [-0.004, 0.367, -0.342], [0.232, 1.005, 0.210], [0.086, -0.289, -0.596], [0.330, 0.177, -0.811], [-0.286, 0.533, -0.384], [0.662, -0.787, -1.253], [0.802, 0.756, -0.694], [0.329, 0.130, 0.787], [1.001, -0.638, -0.287], [-0.072, 0.069, -0.126], [-0.161, -0.493, -0.656], [0.178, 0.326, 0.134], [0.325, -0.057, 0.016], [0.128, -0.236, 0.663], [0.637, -0.129, 0.370], [0.299, -0.326, -0.554], [0.701, -0.028, -0.735], [-0.392, -1.028, 0.534], [-0.299, -0.557, -0.299], [-0.487, 0.147, 0.266], [-2.980, -0.136, -0.077], [0.859, 1.518, 0.877], [0.594, -1.258, -0.077], [0.663, 3.608, 1.092], [-0.147, 0.040, 0.335], [1.265, -1.057, 0.621], [1.456, 1.005, 1.930], [-0.189, -0.036, -0.916], [-0.442, 0.479, 0.126], [1.409, -0.199, 0.459], [-0.291, -1.263, -1.181], [0.885, 0.148, -0.866], [0.297, -0.313, 0.168], [1.180, 0.570, 0.470], [0.381, -1.460, 0.867], [0.462, -0.107, -0.555], [0.349, 0.358, -0.095], [1.888, 0.667, -3.854], [0.072, -0.366, 0.285], [1.098, -0.065, 0.069], [0.621, 0.254, -0.110], [-0.205, -0.045, -1.508], [-0.318, 0.793, -0.511], [0.242, 0.014, -0.421], [-0.400, -0.231, -0.237], [0.237, -0.336, 1.108], [-0.369, -0.355, -1.048], [0.188, 1.711, -0.241], [0.359, -0.749, -0.252], [0.006, 0.554, 1.962], [-0.691, 1.590, -1.011], [-1.077, 1.483, -0.212], [-0.783, 0.019, 0.036], [1.096, 0.341, -0.852], [-0.009, 0.305, -0.167], [-0.197, -0.001, -0.255], [0.085, 0.484, -0.323], [-0.221, 0.358, 0.532], [0.328, -0.607, -0.857], [-0.053, 0.557, 0.408], [-0.175, 1.211, 0.482], [0.178, -0.624, 0.145], [-0.987, -0.311, 0.616], [-0.087, 1.319, 1.694], [0.665, 0.676, 1.568], [-1.212, 0.008, 0.143], [-1.827, 0.105, -2.094], [1.793, -0.071, -0.136], [0.323, -0.759, -0.023], [2.050, -0.847, 1.004], [-0.062, 0.136, -0.003], [-0.129, -0.077, 0.366], [0.169, -0.641, -0.060], [0.503, -0.428, 0.273], [-0.133, -0.024, -0.826], [-0.578, -0.880, -1.178], [-1.152, -0.336, 0.555], [0.329, -0.286, 1.302], [-0.282, -0.390, -3.827], [0.498, 0.148, 0.055], [-0.066, -0.278, 0.415], [0.155, -0.782, -0.045], [-0.309, -0.835, 1.218], [1.710, 0.874, -0.024], [-0.135, 0.418, 0.768], [0.185, -0.338, -0.238], [-0.615, 0.918, -1.012], [1.205, 1.894, -1.120], [-0.123, 0.041, -0.210], [1.198, 0.173, -0.478], [-0.277, 0.021, -0.480], [-0.375, -0.613, 0.415], [-0.453, 1.001, -0.391], [0.474, 1.172, -0.050], [0.162, 0.213, -0.067], [0.103, -0.624, -0.277], [-1.226, -0.244, -0.225], [-0.042, 0.276, -0.354], [-1.085, -0.466, 0.189], [1.256, 0.624, -0.328], [-0.076, -0.365, -0.304], [0.033, -0.939, 0.336], [0.182, -1.202, -0.313], [0.515, -0.727, -0.769], [-0.289, 0.159, 0.414], [0.216, -0.578, 0.014], [-0.067, -0.007, -0.107], [1.266, -1.434, -0.250], [0.804, 1.495, 2.121], [0.602, 0.243, -1.632], [-0.719, -0.573, -0.056], [-0.948, -2.947, -0.824], [-1.189, -0.445, 0.077], [0.601, 0.347, 0.091], [-0.841, -0.086, -1.126], [1.549, -0.355, 0.049], [-0.924, 1.229, 0.401], [-0.214, 0.146, -1.452], [0.910, -0.824, 0.717], [-0.546, -0.014, 0.012], [-0.229, -0.559, 0.498], [0.121, 0.282, -0.750], [0.228, 0.274, 0.038], [-1.092, -0.424, -0.020], [-0.754, -0.143, -0.286], [-1.442, 0.073, -0.666], [-0.250, -1.183, -0.056], [0.208, -0.157, -0.116], [-0.062, 0.330, 0.043]],
  "lowdin_charge": [-0.0983, 0.0911, 0.0583, -0.0320, 0.1210, 0.0570, 0.0842, 0.0674, 0.0566, 0.1110, -0.1815, 0.0550, 0.0646, -0.1791, 0.0610, 0.0195, -0.2288, 0.0663, -0.1213, 0.0970, 0.0729, -0.0567, -0.2956, 0.1287, 0.0659, 0.0758, 0.0321, 0.0603, 0.0848, -0.2149, 0.0625, 0.0938, -0.4268, 0.1077, 0.0550, -0.4382, 0.0677, 0.1024, 0.0448, 0.0408, -0.1141, 0.0611, -0.1898, 0.1452, 0.1205, 0.0060, 0.0597, -0.4075, 0.0249, 0.0613, 0.0589, -0.1299, 0.1213, 0.0968, -0.3196, 0.0558, 0.1007, 0.0518, -0.0894, -0.0786, -0.2070, -0.1342, 0.1147, 0.0870, -0.0455, 0.1154, -0.2223, 0.0858, -0.0638, 0.0903, 0.0823, 0.1204, 0.0827, 0.1069, 0.0975, 0.1120, 0.0737, 0.0838, -0.0684, -0.1476, 0.0547, -0.1566, 0.0905, 0.0882, 0.0976, 0.0446, 0.0924, -0.0671, 0.0719, -0.3574, 0.0725, 0.0739, 0.0740, 0.0794, -0.1958, -0.0553, -0.1192, 0.0832, 0.0693, 0.0534, 0.0440, 0.1085, 0.0398, -0.2142, 0.0642, 0.0835, 0.0785, 0.0864, 0.1088, -0.0432, 0.1255, -0.1976, 0.0670, 0.1173, 0.0813, 0.0372, 0.1061, -0.0900, 0.0751, -0.0869, 0.0872, 0.1231, 0.0773, -0.3424, -0.0972, -0.1101, -0.0690, -0.1780, -0.1418, -0.4061, 0.0841, 0.0696, -0.3961, 0.1119, 0.0559, 0.0777, 0.1107, -0.1846, 0.0665, 0.0759, -0.1278, 0.0420, 0.0688, -0.2070, 0.0939, 0.0907, 0.1111, 0.0874, 0.1108, 0.0649, -0.2893, 0.0472, 0.0986, -0.3716, -0.1060, 0.0606, 0.0732, 0.0526, 0.1263, 0.1201, 0.0544, 0.0826, 0.1067, 0.0616, 0.1212, 0.1396, -0.1791, -0.0783, 0.1091, -0.2124, -0.1578, 0.0326, -0.0666, 0.0855, 0.0982, 0.0871, 0.1111, 0.0612, 0.0432, -0.1035, 0.0820, -0.3008, 0.0722, -0.1547, 0.0695, 0.0950, 0.0781, -0.1165, 0.1179, -0.0929, -0.1701, 0.0835, 0.1033, 0.0229, -0.0554, 0.0994, 0.0462, 0.0873, 0.0677, -0.1773, 0.0600, 0.0577, 0.0356, 0.0592, 0.0715, 0.0176, 0.1009, 0.0770, 0.0737, 0.0658, 0.1217, -0.0348, -0.4607, -0.1786, -0.1624, -0.1698, 0.0469, 0.0078, -0.3870, -0.0757, -0.0539, 0.0840, 0.0857, 0.0910, 0.0648, 0.0761, 0.1214, 0.1176, 0.0457, 0.0942, -0.1340, 0.0492]
}